C29H43F3N2O8P | ωB97M-V/def2-TZVPD

The HOMO energy is -10.373 eV. The calculation puts the total energy at -2482.62957 a.u. The value obtained for the lowest unoccupied orbital energy is -4.4 eV. The calculation puts the largest force on an atom at 5.27 eV/Å. The charge is +1. The calculation puts the orbital gap at 6.016 eV.

CARTESIAN COORDINATES (ANGSTROEM)
C (4.9579, 4.6415, 3.1615)
C (5.3389, 3.7916, 1.8228)
O (5.3689, 2.3638, 2.0609)
C (6.0017, 1.6379, 0.9840)
C (4.9512, 0.8208, 0.0471)
O (4.4335, -0.3805, 0.6728)
C (3.2269, -0.1864, 1.3663)
C (2.5046, 1.1426, 1.6832)
C (1.1872, 1.1261, 2.5182)
P (0.3610, 2.7801, 2.9214)
N (1.5736, 4.0792, 2.9950)
O (-0.5672, 3.1679, 1.4933)
C (0.6010, -0.2169, 3.0004)
C (-0.7261, -0.3813, 3.9196)
O (-1.8855, -0.8460, 3.2097)
C (-2.6310, 0.1956, 2.5853)
C (-2.8036, 1.6511, 3.0643)
C (-3.6657, 2.7365, 2.3412)
C (-3.7122, 4.2090, 3.0075)
C (-4.4490, 2.3498, 1.0625)
C (-4.3097, 0.8674, 0.5428)
C (-3.4187, -0.2025, 1.2738)
C (-3.3701, -1.6878, 0.6815)
C (-4.8678, -2.0286, 0.1348)
C (-2.2325, -1.9197, -0.4241)
N (1.2932, -1.4574, 2.6605)
C (2.5259, -1.4982, 1.8867)
C (3.2254, -2.9072, 1.5745)
C (2.2585, -3.7152, 0.5350)
O (1.2741, -2.8499, -0.0746)
C (1.7654, -2.2357, -1.2597)
O (2.9077, -2.3935, -1.7498)
C (0.7382, -1.2263, -1.9998)
C (1.5072, -0.0218, -2.7620)
H (3.9364, 5.1576, 3.0160)
H (4.9546, 3.9718, 4.1039)
H (5.7045, 5.5109, 3.3189)
H (4.5160, 3.9870, 1.0277)
H (6.3572, 4.2193, 1.4820)
H (6.8552, 0.9670, 1.3447)
H (6.4793, 2.4291, 0.2839)
H (5.5980, 0.4574, -0.8430)
H (4.1578, 1.5026, -0.4237)
H (2.9538, 2.1301, 1.3103)
H (1.0298, 4.9562, 3.0374)
H (2.1766, 4.0848, 2.1568)
H (-0.8098, 2.2705, 1.1386)
H (-0.4510, -1.2266, 4.6637)
H (-0.8761, 0.5493, 4.5586)
H (-2.2699, 1.9870, 4.0295)
H (-2.6476, 4.6325, 2.8886)
H (-3.9369, 4.1780, 4.1285)
H (-4.4359, 4.8875, 2.4254)
H (-5.1153, 3.1281, 0.5420)
H (-4.9260, 0.6159, -0.3915)
H (-3.2236, -2.3891, 1.5905)
H (-5.6507, -1.6212, 0.8734)
H (-5.0380, -3.1715, 0.1113)
H (-5.0787, -1.5312, -0.8715)
H (-2.2330, -1.0534, -1.1715)
H (-2.4396, -2.9342, -0.9108)
H (-1.2327, -2.0096, 0.1532)
H (0.9309, -2.3755, 2.9641)
H (3.2275, -3.4885, 2.5747)
H (4.2982, -2.8179, 1.2000)
H (2.8510, -4.3603, -0.1981)
H (1.6689, -4.4579, 1.1988)
H (0.1395, -0.7269, -1.1505)
H (0.0528, -1.7809, -2.7265)
H (1.3504, -0.1308, -3.8890)
H (2.6038, 0.0356, -2.4567)
H (1.0110, 0.9764, -2.4578)
C (-2.1841, -3.5352, -7.7166)
C (-3.0519, -4.0051, -6.5663)
O (-2.8659, -3.1635, -5.4161)
C (-3.5897, -2.0246, -5.3932)
O (-4.3523, -1.6884, -6.2605)
C (-3.3316, -1.2548, -4.1010)
F (-2.0240, -1.2130, -3.7655)
F (-3.9696, -1.8104, -3.0473)
F (-3.7429, 0.0241, -4.1624)
H (-1.1374, -3.4743, -7.4078)
H (-2.2637, -4.2184, -8.5642)
H (-2.4773, -2.5361, -8.0478)
H (-2.7543, -5.0132, -6.2691)
H (-4.1068, -4.0520, -6.8501)



C29H43F5N6O5S2Sb2TeW | ωB97M-V/def2-TZVPD

The HOMO energy (alpha / beta) is -13.294 / -13.348 eV. The calculation puts the total energy at -3946.36004 a.u. The value obtained for the lowest unoccupied orbital energy (alpha / beta) is -6.9 / -8.8 eV. The calculation puts the largest force on an atom at 6.36 eV/Å. The energy above the lowest of the compared OMol25 structures with the same formula, charge and spin comes out at 123.85 kcal/mol. Its spin multiplicity is 3. The charge is +2. The calculation puts the orbital gap (alpha / beta) at 6.376 / 4.587 eV.

CARTESIAN COORDINATES (ANGSTROEM)
W (0.1435, -0.6404, -0.8053)
O (2.4602, 3.8968, 0.1411)
C (3.4915, 3.3451, 0.7809)
O (4.5433, 3.9011, 0.8952)
C (3.2921, 1.9761, 1.3517)
C (4.3400, 1.2421, 1.8445)
N (3.8416, 0.0471, 2.2127)
N (2.5529, -0.0832, 1.9895)
C (2.1887, 1.0819, 1.4436)
C (0.8170, 1.2263, 0.9914)
O (0.3044, 2.3188, 0.7637)
O (0.0496, 0.1297, 0.8727)
H (1.6443, 3.3840, 0.2343)
H (5.3784, 1.5178, 1.9200)
H (4.3694, -0.7309, 2.5755)
C (-2.3646, -3.6691, -1.4057)
Sb (-2.4444, -1.6760, -0.6031)
C (-3.8838, -2.1922, 0.9042)
C (-4.0173, -1.1529, -2.0797)
C (-4.9910, -0.1467, -1.6082)
C (-6.2067, -0.5468, -1.0721)
C (-7.1244, 0.3842, -0.6069)
C (-6.8314, 1.7604, -0.6391)
C (-5.6442, 2.1843, -1.1668)
C (-4.7169, 1.2581, -1.7049)
C (-3.5363, 1.7502, -2.3558)
Sb (-1.7596, 1.7324, -0.8961)
C (-2.5831, 3.3251, 0.3012)
C (-0.7204, 3.1806, -2.1220)
H (-3.3691, -4.0858, -1.3793)
H (-1.6909, -4.2844, -0.8133)
H (-1.9975, -3.6369, -2.4291)
H (-4.5261, -2.9541, 0.4643)
H (-4.4671, -1.3149, 1.1670)
H (-3.3940, -2.5912, 1.7884)
H (-4.5057, -2.1102, -2.2482)
H (-3.5049, -0.8487, -2.9915)
H (-6.4438, -1.6020, -1.0295)
H (-8.0744, 0.0474, -0.2136)
H (-7.5445, 2.4805, -0.2625)
H (-5.4090, 3.2396, -1.2212)
H (-3.5905, 2.8159, -2.5687)
H (-3.2084, 1.1881, -3.2278)
H (-2.8512, 4.1343, -0.3791)
H (-1.8084, 3.6610, 0.9827)
H (-3.4558, 2.9875, 0.8519)
H (-1.4532, 3.7401, -2.7015)
H (0.0030, 2.7211, -2.7880)
H (-0.2066, 3.8627, -1.4479)
S (-2.7053, 0.6107, 2.2935)
C (-2.0236, 0.9674, 3.8181)
N (-0.8992, 1.6793, 3.9152)
C (-0.2381, 2.0032, 5.1807)
C (-0.5733, 0.9369, 6.2101)
C (-2.0850, 0.7771, 6.2721)
N (-2.5881, 0.4952, 4.9272)
H (-0.5480, 2.0943, 3.0698)
H (-0.5656, 2.9836, 5.5350)
H (0.8351, 2.0540, 5.0009)
H (-0.1919, 1.2315, 7.1856)
H (-0.1132, -0.0146, 5.9354)
H (-2.5486, 1.6861, 6.6636)
H (-2.3645, -0.0511, 6.9203)
H (-3.4556, -0.0020, 4.8250)
F (3.4511, 0.6053, -1.4882)
Te (2.6094, -1.0598, -2.1831)
F (0.0689, -2.3838, -1.6139)
F (2.3721, -2.9963, -2.3873)
F (0.9648, 0.9870, -1.4190)
F (4.2227, -1.7437, -1.3263)
O (1.8600, -1.1594, -0.4734)
S (0.7919, -3.0554, 3.2686)
C (1.5489, -3.8382, 1.9484)
C (1.0292, -3.3923, 0.7842)
N (0.0461, -2.4324, 0.9230)
C (-0.1666, -2.1734, 2.1967)
H (2.3111, -4.5845, 2.0981)
H (1.3112, -3.7406, -0.1977)
H (-0.9165, -1.4644, 2.5263)
C (0.1877, -1.9450, -5.3522)
C (0.5494, -0.5319, -4.8601)
C (1.9983, -0.2022, -5.2350)
C (-0.3960, 0.5290, -5.4350)
C (0.3040, -0.5638, -3.3609)
N (-0.6762, -0.3576, -2.6836)
H (0.3792, -1.9997, -6.4241)
H (-0.8655, -2.1641, -5.1770)
H (0.7970, -2.7008, -4.8535)
H (2.0560, -0.0010, -6.3032)
H (2.6677, -1.0389, -5.0265)
H (2.3658, 0.6836, -4.7083)
H (-0.2879, 0.5467, -6.5186)
H (-0.1548, 1.5192, -5.0469)
H (-1.4323, 0.2952, -5.1908)



C29H43I2NO14P | ωB97M-V/def2-TZVPD

The HOMO energy is -11.052 eV. The calculation puts the total energy at -3175.36704 a.u. The value obtained for the lowest unoccupied orbital energy is -4.8 eV. The calculation puts the largest force on an atom at 1.46 eV/Å. The charge is +1. The calculation puts the orbital gap at 6.246 eV.

CARTESIAN COORDINATES (ANGSTROEM)
C (4.4823, -0.7147, 5.2814)
C (3.8553, 0.1764, 4.7888)
P (2.9472, 1.4166, 4.0474)
O (2.5625, 2.4824, 5.1214)
N (2.3656, 4.0152, 4.6823)
O (3.2885, 4.4307, 4.2063)
C (1.5524, 0.7002, 3.1586)
I (1.5749, 1.3098, 1.1161)
C (0.1771, 0.8955, 3.7974)
C (0.1085, 0.3832, 5.2402)
I (-0.6381, 2.8696, 3.5984)
H (4.8678, -1.6526, 5.6050)
H (3.7926, 1.9917, 3.1019)
H (1.7152, -0.3772, 3.1226)
H (-0.4964, 0.2886, 3.1981)
H (1.0754, 0.3671, 5.7391)
H (-0.2145, -0.6566, 5.1976)
H (-0.6177, 0.9242, 5.8313)
O (-1.1372, -1.2428, 1.6629)
C (-1.8842, -0.5913, 0.9761)
O (-1.9224, 0.7530, 1.0942)
C (-2.9605, 1.2980, 0.2478)
C (-3.1880, 0.2315, -0.8180)
C (-2.8872, -1.0561, -0.0539)
H (-3.8460, 1.4734, 0.8611)
H (-2.6204, 2.2473, -0.1592)
H (-4.1841, 0.2609, -1.2510)
H (-2.4648, 0.3533, -1.6253)
H (-3.7618, -1.4390, 0.4612)
H (-2.4610, -1.8281, -0.6863)
O (4.4184, 10.3419, 3.2133)
C (4.5254, 9.2116, 2.8572)
O (4.1031, 8.7817, 1.6376)
C (4.2593, 7.3628, 1.5245)
C (5.3267, 6.9922, 2.5501)
C (5.0884, 8.0356, 3.6416)
H (3.2955, 6.8917, 1.7394)
H (4.5465, 7.1204, 0.5046)
H (5.2536, 5.9616, 2.8929)
H (6.3178, 7.1316, 2.1187)
H (4.3370, 7.7147, 4.3650)
H (5.9975, 8.3242, 4.1598)
O (4.6339, -1.3721, 2.1392)
C (4.7157, -2.5246, 1.8094)
O (4.3999, -2.9373, 0.5719)
C (4.4875, -4.3765, 0.4810)
C (5.4222, -4.7858, 1.6125)
C (5.1295, -3.7120, 2.6612)
H (3.4838, -4.7877, 0.5981)
H (4.8636, -4.6432, -0.5022)
H (5.2582, -5.8040, 1.9557)
H (6.4586, -4.7042, 1.2852)
H (4.2909, -3.9849, 3.3053)
H (5.9981, -3.4649, 3.2659)
O (-1.2170, -0.7365, -3.5833)
C (-0.0254, -0.6417, -3.5271)
O (0.7292, -0.2704, -4.5852)
C (2.1329, -0.3349, -4.2524)
C (2.1696, -0.2518, -2.7321)
C (0.8659, -0.9308, -2.3343)
H (2.5348, -1.2777, -4.6271)
H (2.6506, 0.4845, -4.7425)
H (3.0565, -0.7099, -2.2989)
H (2.1458, 0.7954, -2.4229)
H (0.9788, -2.0104, -2.2296)
H (0.4429, -0.5080, -1.4280)
O (-4.5319, -2.9598, -8.7362)
C (-4.0086, -2.4402, -7.7975)
O (-2.9823, -3.0138, -7.1234)
C (-2.6262, -2.2156, -5.9792)
C (-3.1321, -0.8145, -6.2943)
C (-4.3659, -1.1135, -7.1469)
H (-3.1087, -2.6415, -5.0971)
H (-1.5498, -2.2532, -5.8428)
H (-3.3313, -0.2253, -5.4036)
H (-2.3923, -0.2806, -6.8919)
H (-5.2604, -1.2589, -6.5393)
H (-4.5541, -0.3583, -7.9040)
O (-5.1272, -2.3411, -1.0476)
C (-6.2345, -2.7381, -0.8142)
O (-7.0734, -2.0747, 0.0073)
C (-8.2910, -2.8265, 0.1924)
C (-8.3736, -3.7495, -1.0175)
C (-6.8957, -4.0070, -1.3162)
H (-8.2141, -3.3766, 1.1318)
H (-9.1240, -2.1324, 0.2595)
H (-8.9556, -4.6484, -0.8302)
H (-8.8303, -3.2218, -1.8550)
H (-6.4999, -4.8501, -0.7483)
H (-6.6940, -4.1493, -2.3736)



C29H44AuBrN2O3SSbSi3 | ωB97M-V/def2-TZVPD

The HOMO energy (alpha / beta) is -3.490 / -5.305 eV. The calculation puts the total energy at -5683.36241 a.u. The value obtained for the lowest unoccupied orbital energy (alpha / beta) is 1.8 / 1.8 eV. The calculation puts the largest force on an atom at 0.61 eV/Å. The energy above the lowest of the compared OMol25 structures with the same formula, charge and spin comes out at 0.00 kcal/mol. Its spin multiplicity is 3. The charge is -1. The calculation puts the orbital gap (alpha / beta) at 5.315 / 7.102 eV.

CARTESIAN COORDINATES (ANGSTROEM)
Au (0.8807, -2.6107, 0.4438)
Br (3.3164, 2.5798, 5.5254)
C (2.9734, 1.7897, 3.8317)
C (3.8721, 2.0001, 2.7981)
C (3.6277, 1.4184, 1.5636)
C (2.4928, 0.6391, 1.3699)
C (1.5951, 0.4520, 2.4161)
C (1.8347, 1.0231, 3.6572)
N (2.1454, 0.0059, 0.1526)
C (2.9904, -0.1777, -0.7754)
C (2.5837, -0.9480, -1.9856)
C (3.3021, -0.8142, -3.1651)
C (2.9198, -1.5698, -4.2696)
C (1.8555, -2.4428, -4.1389)
C (1.2045, -2.5295, -2.9105)
N (1.5505, -1.7976, -1.8621)
H (4.7534, 2.6056, 2.9572)
H (4.3306, 1.5921, 0.7593)
H (0.7247, -0.1653, 2.2355)
H (1.1481, 0.8675, 4.4777)
H (4.0385, 0.1377, -0.7544)
H (4.1377, -0.1276, -3.2168)
H (3.4527, -1.4809, -5.2077)
H (1.5297, -3.0612, -4.9649)
H (0.3779, -3.2113, -2.7475)
C (-4.6526, 0.2973, 2.2586)
Si (-3.5988, 1.7149, 1.6221)
C (-2.7487, 2.5264, 3.0915)
C (-4.7425, 2.9851, 0.8307)
Sb (-1.7741, 0.7059, 0.1461)
Si (-0.6577, 2.8418, -0.6918)
C (0.4209, 3.5485, 0.6758)
C (0.4380, 2.3727, -2.1469)
C (-1.8013, 4.2376, -1.2424)
Si (-3.0790, 0.0130, -1.9437)
C (-4.2080, -1.4071, -1.4717)
C (-1.8408, -0.5089, -3.2528)
C (-4.1372, 1.3718, -2.7160)
H (-5.3539, 0.6457, 3.0226)
H (-4.0237, -0.4786, 2.7007)
H (-5.2308, -0.1612, 1.4534)
H (-3.4797, 2.8812, 3.8236)
H (-2.1442, 3.3810, 2.7783)
H (-2.0896, 1.8106, 3.5891)
H (-5.4999, 3.3093, 1.5521)
H (-5.2621, 2.5641, -0.0320)
H (-4.1935, 3.8678, 0.5019)
H (1.1604, 2.8190, 1.0124)
H (-0.1849, 3.8346, 1.5396)
H (0.9529, 4.4402, 0.3302)
H (1.0315, 1.4878, -1.9019)
H (1.1198, 3.1891, -2.4031)
H (-0.1624, 2.1465, -3.0322)
H (-2.2761, 4.7039, -0.3765)
H (-2.5834, 3.8973, -1.9222)
H (-1.2206, 5.0138, -1.7519)
H (-3.6611, -2.1596, -0.8975)
H (-4.5921, -1.8918, -2.3760)
H (-5.0708, -1.0615, -0.8986)
H (-1.1504, -1.2261, -2.8107)
H (-1.2889, 0.3418, -3.6589)
H (-2.3658, -0.9932, -4.0838)
H (-4.9494, 1.6832, -2.0563)
H (-4.5848, 0.9877, -3.6392)
H (-3.5448, 2.2510, -2.9763)
C (-2.2805, -4.3739, -2.4930)
S (-1.7275, -4.1733, -0.8012)
O (-0.6399, -5.1228, -0.6240)
O (-2.9115, -4.3762, 0.0063)
O (-1.2442, -2.7541, -0.7617)
H (-2.8727, -5.2844, -2.5513)
H (-1.4090, -4.4486, -3.1422)
H (-2.8846, -3.5099, -2.7645)
C (2.0070, -2.9408, 2.0092)
C (3.3031, -2.6857, 2.4400)
C (3.6693, -2.6294, 3.8192)
C (4.9434, -2.2898, 4.2182)
C (5.9402, -1.9954, 3.2859)
C (5.6241, -2.0601, 1.9264)
C (4.3553, -2.3955, 1.5117)
H (2.9026, -2.8419, 4.5549)
H (5.1737, -2.2422, 5.2767)
H (6.9382, -1.7301, 3.6099)
H (6.3898, -1.8468, 1.1879)
H (4.1150, -2.4569, 0.4553)